{"formula": "C24H23ClN6O3", "method": "wB97M-V/def2-TZVPD", "species": ["Cl", "O", "O", "O", "N", "N", "N", "N", "N", "N", "C", "C", "C", "C", "C", "C", "C", "C", "C", "C", "C", "C", "C", "C", "C", "C", "C", "C", "C", "C", "C", "C", "C", "C", "H", "H", "H", "H", "H", "H", "H", "H", "H", "H", "H", "H", "H", "H", "H", "H", "H", "H", "H", "H", "H", "H", "H"], "coordinates": [[4.5141, 0.3363, -1.9139], [-2.2304, -4.2986, -1.5318], [-3.6478, 4.4791, -1.3988], [4.3728, 2.7252, 0.6994], [-4.6121, 2.5896, 0.9562], [-1.4247, 1.3378, 0.0773], [-3.3056, 1.0055, 1.5758], [-1.8259, 3.1285, -1.3637], [2.3514, 1.7685, 0.3981], [-4.4875, 1.6126, 1.7577], [5.3904, -1.5566, -0.2038], [1.7052, 3.0315, 0.1234], [1.4822, 0.6285, 0.2413], [-3.0966, 3.5379, -0.8880], [-3.7385, -2.8350, -0.2917], [4.4948, -0.1810, 2.0353], [5.5812, -2.0850, 1.0613], [-2.6428, 1.6315, 0.5850], [1.2214, 3.0549, -1.3250], [-1.0595, 2.1052, -0.8969], [3.6824, 1.7284, 0.6128], [4.7463, -0.3384, -0.3377], [-1.3576, -2.8022, 0.0335], [5.1356, -1.3993, 2.1792], [-3.8659, -1.8383, 0.6594], [-2.9218, -0.1871, 2.2871], [0.9207, 0.5649, -1.1815], [-3.3182, -4.8787, -2.2120], [-2.4775, -3.3269, -0.6148], [0.2571, 1.8850, -1.5903], [-3.4997, 2.6682, 0.1869], [-2.7547, -1.3188, 1.3064], [4.2843, 0.3585, 0.7730], [-1.4971, -1.8097, 0.9792], [2.0301, -0.2872, 0.4668], [1.7351, 0.3578, -1.8770], [-3.7219, -0.3875, 3.0035], [0.1942, -0.2455, -1.2364], [2.0847, 2.9510, -1.9846], [0.6476, 0.7305, 0.9415], [-0.3863, -3.1923, -0.2264], [-2.8855, -5.6253, -2.8756], [0.8597, 3.1577, 0.8089], [-1.9859, 0.0003, 2.8210], [-0.6205, -1.4135, 1.4684], [4.1551, 0.3663, 2.9017], [0.7452, 4.0136, -1.5356], [-1.4817, 3.6799, -2.1420], [2.4357, 3.8235, 0.2992], [6.0857, -3.0327, 1.1713], [0.0449, 1.8493, -2.6664], [5.7400, -2.0789, -1.0804], [5.2928, -1.8105, 3.1645], [-4.8484, -1.4569, 0.8984], [-3.8615, -4.1380, -2.8072], [-4.6254, -3.2157, -0.7723], [-4.0100, -5.3683, -1.5195]], "forces_ev_per_angstrom": [[0.1, 0.0, -0.3], [0.2, 0.2, 0.2], [-0.2, 0.2, 0.0], [0.3, 0.1, 0.0], [-0.4, 0.7, -0.4], [0.2, -0.4, 0.2], [0.6, 0.7, -0.7], [0.1, 0.1, -0.1], [-0.2, 0.1, 0.1], [-0.7, -0.5, 0.9], [0.0, 0.0, 0.0], [0.2, 0.4, -0.1], [-0.1, -0.4, -0.1], [0.0, 0.0, 0.0], [0.0, -0.2, -0.3], [0.0, 0.0, -0.1], [0.0, 0.0, 0.0], [-0.6, 1.0, -0.5], [-0.1, 0.0, 0.2], [-0.1, -0.1, 0.0], [0.0, -0.1, 0.1], [0.0, 0.0, 0.3], [-0.1, -0.2, -0.2], [0.0, 0.0, 0.1], [0.2, 0.1, 0.2], [0.1, -0.4, 0.1], [-0.2, 0.1, 0.2], [-0.2, -0.1, -0.1], [0.1, 0.1, 0.1], [0.2, 0.0, -0.2], [0.8, -1.0, 0.4], [-0.1, -0.1, 0.1], [0.3, 0.0, -0.1], [-0.2, -0.1, 0.0], [-0.1, 0.1, 0.0], [0.0, 0.0, 0.0], [0.1, 0.1, 0.0], [0.0, -0.1, 0.0], [0.0, 0.0, 0.0], [0.2, -0.1, 0.0], [0.1, -0.1, 0.0], [-0.1, 0.0, 0.0], [0.0, 0.0, 0.0], [-0.1, 0.0, 0.0], [0.1, 0.1, 0.1], [0.0, 0.1, 0.1], [0.0, 0.0, 0.0], [-0.1, -0.1, 0.1], [-0.2, -0.1, 0.0], [0.0, -0.1, 0.0], [0.0, 0.0, 0.1], [0.0, 0.0, -0.1], [0.0, 0.0, 0.1], [-0.1, 0.0, 0.0], [0.0, 0.0, 0.0], [-0.1, -0.1, -0.1], [0.0, 0.0, 0.0]], "mulliken_charge": [-0.207, -0.452, -0.636, -0.668, -0.565, 0.098, 0.870, -0.212, 0.113, -0.881, -0.681, -1.081, -0.577, -0.266, -0.551, -0.060, -0.366, 0.592, -0.837, -0.228, 0.214, 1.051, -0.676, -0.745, -0.675, -1.317, -0.948, -0.874, 0.914, -0.022, 0.571, 0.224, -0.134, 0.123, 0.502, 0.341, 0.440, 0.270, 0.454, 0.058, 0.450, 0.246, 0.360, 0.395, 0.241, 0.481, 0.502, 0.285, 0.522, 0.388, 0.598, 0.436, 0.403, 0.413, 0.346, 0.408, 0.351], "relative_energy_kj_mol": 17.8, "orbital_gap_ev": 9.25, "spin_multiplicity": 1}



{"formula": "C19H16BrCoN5O4S", "method": "wB97M-V/def2-TZVPD", "species": ["Br", "Co", "S", "O", "O", "O", "O", "N", "N", "N", "N", "N", "C", "C", "C", "C", "C", "C", "C", "C", "C", "C", "C", "C", "C", "C", "C", "C", "C", "C", "C", "H", "H", "H", "H", "H", "H", "H", "H", "H", "H", "H", "H", "H", "H", "H", "H"], "coordinates": [[2.0297, 0.0724, 3.5221], [0.2586, -0.3538, 0.2731], [2.9503, -2.3186, -0.6716], [1.3374, 1.5025, -0.0738], [0.1770, -4.5279, 5.0792], [-1.3616, -2.1254, -0.7731], [4.2531, -2.6354, -0.0365], [0.2737, 1.4207, -2.1443], [2.0041, -1.4022, -0.0482], [0.2849, -1.5786, 2.2007], [-1.8178, -0.2938, 0.5414], [-0.4313, 0.4218, -1.5009], [-2.3357, 0.4098, -3.0366], [-3.9407, -0.9391, 1.4842], [-3.6009, -1.2572, -0.8935], [3.7278, 5.0311, -2.6687], [-1.5809, -0.0051, -1.8159], [2.0419, 2.9816, -1.7871], [0.9838, -2.4456, 4.3176], [3.9072, 4.4692, -1.4121], [2.7035, 4.5640, -3.4857], [0.2008, -3.5668, 4.1050], [1.8682, 3.5472, -3.0491], [1.1559, 1.8788, -1.2777], [-0.5305, -3.6884, 2.9324], [0.9735, -1.4933, 3.3117], [-4.4102, -1.3082, 0.1869], [-0.4658, -2.6745, 1.9954], [-2.1181, -0.9949, -0.7460], [-2.6559, -0.4247, 1.5531], [3.0684, 3.4524, -0.9748], [-2.6128, -0.4792, -3.6092], [1.5711, -2.3276, 5.2149], [2.5582, 4.9957, -4.4701], [-2.2849, -0.0701, 2.5191], [-3.2629, 0.9151, -2.7558], [-0.9981, -2.6955, 1.0287], [4.3822, 5.8249, -3.0119], [-3.9683, -1.5511, -1.8728], [-5.4450, -1.6279, 0.0664], [-1.1496, -4.5584, 2.7446], [-0.3971, -5.2384, 4.7756], [-4.5803, -0.9538, 2.3577], [-1.7252, 1.0689, -3.6525], [1.0683, 3.1654, -3.6690], [4.7069, 4.8219, -0.7703], [3.1870, 2.9923, -0.0026]], "forces_ev_per_angstrom": [[0.0, 0.0, 0.0], [-0.2, -0.1, -0.2], [0.0, 0.0, 0.0], [0.0, -0.1, 0.0], [0.0, 0.0, 0.0], [0.1, 0.0, 0.0], [0.0, 0.0, 0.0], [0.0, 0.0, 0.0], [0.1, 0.0, 0.1], [0.0, 0.0, 0.0], [0.0, 0.1, 0.1], [0.2, 0.0, 0.2], [0.0, 0.0, 0.0], [0.0, 0.0, 0.0], [0.0, 0.0, 0.0], [0.0, 0.0, 0.0], [0.0, 0.1, -0.1], [0.0, 0.0, 0.0], [0.0, 0.0, 0.0], [0.0, 0.0, 0.0], [0.0, 0.0, 0.0], [0.0, 0.0, 0.0], [0.0, 0.0, 0.0], [-0.1, 0.0, -0.1], [0.0, 0.0, 0.0], [0.0, 0.0, 0.0], [0.0, 0.0, -0.1], [0.0, 0.0, 0.0], [-0.1, -0.1, 0.0], [0.0, 0.0, 0.0], [0.0, 0.0, 0.0], [0.0, 0.0, 0.0], [0.0, 0.0, 0.0], [0.0, 0.0, 0.0], [0.0, 0.0, 0.0], [0.0, 0.0, 0.0], [0.0, 0.0, 0.0], [0.0, 0.0, 0.0], [0.0, 0.0, 0.0], [0.0, 0.0, 0.0], [0.0, 0.0, 0.0], [0.0, 0.0, 0.0], [0.0, 0.0, 0.0], [0.0, 0.0, 0.0], [0.0, 0.0, 0.0], [0.0, 0.0, 0.0], [0.0, 0.0, 0.0]], "mulliken_charge": [-0.165, 0.200, 0.089, -0.897, -0.578, -0.933, -0.591, -1.086, -0.135, 0.020, -0.595, 0.848, -1.449, -1.053, -1.507, -0.322, 0.042, 0.310, -0.475, -0.552, -0.574, 1.192, -0.195, 0.369, -0.716, -0.171, 0.063, -0.420, 2.429, -0.208, -0.430, 0.311, 0.424, 0.344, 0.333, 0.308, 0.430, 0.344, 0.169, 0.350, 0.270, 0.281, 0.324, 0.385, 0.443, 0.358, 0.416], "relative_energy_kj_mol": 0.0, "s2": 3.76, "orbital_gap_ev": [4.42, 4.43], "spin_multiplicity": 4, "charge": -2}



{"formula": "C9H13O3P", "method": "wB97M-V/def2-TZVPD", "species": ["P", "O", "O", "O", "C", "C", "C", "C", "C", "C", "C", "C", "C", "H", "H", "H", "H", "H", "H", "H", "H", "H", "H", "H", "H", "H"], "coordinates": [[-0.2645, 1.8789, 0.1163], [0.5299, 1.6283, 1.3249], [-1.3000, 3.1587, 0.4015], [0.6334, 2.3227, -1.1939], [-0.4118, -1.1036, 2.4300], [-1.1481, 0.2493, -0.3186], [0.4937, -0.5096, -2.4202], [0.0460, -0.7026, -0.0520], [1.7230, -1.8092, 1.4460], [0.8112, -0.9771, -1.1881], [0.4463, -1.0449, 1.2224], [-1.5875, 0.4110, -1.7385], [-0.7668, 0.0554, -2.7656], [1.1602, -0.7628, -3.3046], [-0.7393, 3.5967, 1.1013], [2.5256, -1.4175, 0.9299], [2.0566, -1.7939, 2.4469], [0.1992, 3.1211, -1.5621], [-2.5957, 0.5695, -1.7539], [-1.1978, 0.1396, -3.7807], [-1.5524, -0.9484, 2.2069], [1.7948, -1.3624, -1.0742], [-2.1457, 0.2550, 0.2779], [-0.1805, -0.1867, 2.9042], [-0.1613, -1.9024, 3.1217], [1.6315, -2.8651, 1.2225]], "forces_ev_per_angstrom": [[-0.1, -0.1, 0.2], [0.4, 0.9, 0.2], [1.8, -0.9, 0.0], [-1.6, 0.6, 1.1], [-2.4, 1.4, -0.9], [-0.4, 1.7, 0.5], [1.6, -1.4, -2.0], [-1.6, 0.0, 2.8], [-1.1, -0.3, 0.0], [0.8, 1.4, -1.9], [-0.8, -2.2, -1.8], [2.7, -2.0, -0.3], [-2.6, 0.9, 1.0], [-0.6, 0.4, 1.4], [-1.1, -0.2, -0.6], [1.7, 0.8, -1.5], [0.0, 0.3, 1.5], [0.5, -0.5, 0.0], [-2.5, 0.9, -1.1], [0.8, -0.2, 0.5], [2.0, -0.9, 0.4], [0.5, -0.7, 0.1], [2.1, -0.4, -0.2], [0.3, 1.1, 1.2], [-0.3, -0.2, -0.3], [-0.2, -0.3, -0.4]], "mulliken_charge": [1.061, -0.696, -0.572, -0.487, -1.581, 0.531, -0.749, -0.054, -2.059, -0.365, 1.318, -1.138, -0.342, 0.266, 0.327, 0.553, 0.531, 0.308, 0.521, 0.402, 0.227, 0.318, 0.438, 0.411, 0.471, 0.358], "relative_energy_kj_mol": 0.0, "orbital_gap_ev": 7.58, "spin_multiplicity": 1}



{"formula": "C5H6N", "method": "wB97M-V/def2-TZVPD", "species": ["N", "C", "C", "C", "C", "C", "H", "H", "H", "H", "H", "H"], "coordinates": [[0.2682, -0.5313, -0.3169], [-1.7623, -0.1727, -0.1971], [1.4291, 0.6857, 1.0768], [1.2606, 0.3729, -0.2619], [-0.8172, -1.1358, -0.8723], [-0.6026, -0.0725, 0.6035], [-2.7409, -0.3501, 0.2933], [-0.6636, -2.0200, -1.4474], [1.3568, 0.0461, 1.7626], [1.9378, 0.7829, -1.0414], [-1.7343, 0.8073, -0.8222], [2.0683, 1.5874, 1.2230]], "forces_ev_per_angstrom": [[-3.4, -1.2, -1.1], [-2.7, 0.3, -2.3], [3.5, 6.6, -7.1], [3.8, 1.9, 2.2], [1.1, 0.8, -1.3], [1.3, 0.1, 3.2], [0.6, -0.1, -0.7], [-0.9, -0.9, 0.0], [-1.2, -4.7, 5.7], [-1.2, -0.6, 0.2], [-0.3, -1.4, 1.0], [-0.6, -0.8, 0.3]], "mulliken_charge": [0.195, -0.165, -0.556, -0.057, -0.329, -0.190, 0.318, 0.410, 0.426, 0.399, 0.275, 0.275], "relative_energy_kj_mol": 820.6, "orbital_gap_ev": 8.22, "spin_multiplicity": 1, "charge": 1}